Record 1
DFT (ωB97M-V/def2-TZVPD) results for a molecular structure, C17H40F3N3O8Zr.

For the frontier orbital gap, the calculation gives 1.30 eV. Its charge is +2. The calculation puts the HOMO energy at -12.602 eV.

Each line ends with the Mulliken charge.
Atoms and positions in Å:
Zr 0.7891 -3.6994 -1.8567  1.60
C 5.1226 -4.1760 -4.6239  0.12
O 6.0405 -4.3744 -3.5663  -0.26
O 3.9883 -3.6651 -3.9302  -0.44
C 5.7116 -3.4129 -5.9065  0.76
F 6.7184 -2.6155 -5.5086  -0.21
F 6.2866 -4.3050 -6.7787  -0.24
F 4.8515 -2.7490 -6.6309  -0.20
C 7.1985 -5.2334 -3.7396  -0.15
C 8.4367 -4.5129 -3.2136  -1.15
H 9.2908 -5.1390 -3.4716  0.38
H 8.6314 -3.5215 -3.6225  0.30
H 8.5764 -4.5178 -2.1326  0.33
H 7.4022 -5.4107 -4.7956  0.23
H 7.1658 -6.2390 -3.3205  0.36
H 4.8513 -5.1154 -5.1054  0.29
O 0.1922 1.2243 -0.1044  -0.33
C 0.4131 0.0003 -0.5595  0.84
O 1.0493 -0.3954 -1.6074  -0.62
O -0.1242 -1.0428 -0.1287  -0.58
H -0.3303 1.0947 0.6904  0.30
C -4.1112 4.9957 3.5433  -1.43
C -3.5851 3.5752 3.8895  0.43
C -2.1625 3.4530 3.3932  -0.53
O -1.5570 2.1402 3.3712  -0.32
C -1.1170 1.6898 4.6076  -0.75
N -3.6133 3.5178 5.4093  -0.59
H -5.1763 4.9989 3.7754  0.37
H -4.0219 5.1586 2.4693  0.40
H -3.7163 5.8771 4.0486  0.36
H -4.1864 2.7846 3.4406  0.31
H -1.5388 4.2169 3.8576  0.40
H -2.2845 3.7568 2.3536  0.16
H -0.3241 0.9421 4.6251  0.30
H -1.8736 1.3231 5.3013  0.23
H -0.6797 2.5403 5.1306  0.33
H -3.4801 2.5504 5.6673  0.27
H -2.8905 4.0625 5.8576  0.31
C -1.9015 -5.0140 2.3615  -1.54
C -1.9720 -6.0725 1.2941  0.27
C -3.3722 -6.8444 1.2904  -0.82
O -3.4184 -7.7527 0.1249  -0.39
C -3.0115 -9.0863 0.5601  -0.62
N -1.6625 -5.4797 0.0057  -0.41
H -0.9087 -4.6107 2.5606  0.33
H -2.3908 -5.2430 3.3083  0.38
H -2.4089 -4.0684 2.1706  0.37
H -1.1540 -6.7826 1.4157  0.27
H -4.1541 -6.0867 1.2375  0.43
H -3.4939 -7.2979 2.2741  0.44
H -3.8575 -9.5381 1.0780  0.29
H -2.0917 -9.0045 1.1393  0.29
H -2.9904 -9.6633 -0.3643  0.25
H -2.5719 -5.1176 -0.2433  0.27
H -1.6992 -6.3767 -0.4572  0.35
C 0.2750 7.2845 0.8461  -1.38
C -0.4512 6.7427 -0.4412  0.75
C -0.6683 7.8405 -1.4905  -0.93
O -1.7238 7.3896 -2.3259  -0.31
C -2.3753 8.2628 -3.2665  -0.64
N 0.2619 5.6479 -1.0827  -0.65
H 1.2333 7.7370 0.5911  0.36
H 0.6353 6.4159 1.3972  0.35
H -0.2903 7.9822 1.4640  0.38
H -1.4757 6.4756 -0.1821  0.16
H 0.2069 7.9820 -2.1247  0.39
H -0.9185 8.7991 -1.0360  0.48
H -1.6861 8.4888 -4.0801  0.27
H -2.5418 9.1689 -2.6840  0.30
H -3.2558 7.7079 -3.5903  0.22
H 0.2082 4.7275 -0.6702  0.21
H -0.3181 5.6089 -1.9086  0.35



Record 2
DFT (ωB97M-V/def2-TZVPD) results for a molecular structure, C17H40InNP3Se.

For the frontier orbital gap, the calculation gives 5.54 eV. Its charge is +3. The calculation puts the HOMO energy at -16.077 eV.

Each line ends with the Mulliken charge.
Atoms and positions in Å:
In -1.3426 -0.3810 -0.4392  0.91
P -2.3360 -2.1793 1.1075  0.68
P 1.4833 -0.2364 2.7449  0.90
P 0.8738 -0.9665 -1.2988  0.85
H -3.4967 2.1044 -2.7932  0.37
C -3.0629 1.1020 -2.8762  -0.55
C -2.7631 0.3822 -1.7429  -0.10
H -3.1051 0.9638 -0.8472  0.27
C -3.5812 -1.6143 2.3204  -1.19
C -0.9726 -2.8160 2.1187  -0.64
C -3.0172 -3.6497 0.2652  -1.30
C 2.7447 1.0877 2.8388  -1.28
C 0.7983 -0.0268 4.4291  -1.25
C 2.5980 -1.6572 3.0807  -1.37
C 0.7087 -0.7869 -3.0903  -0.96
C 1.0423 -2.7211 -0.8815  -1.25
C 2.3504 -0.0804 -0.7310  -0.12
H -3.1326 0.5927 -3.8443  0.30
H -2.8374 -0.7049 -1.9742  0.32
H -4.2863 -0.8760 1.9169  0.38
H -3.0561 -1.1393 3.1565  0.36
H -4.1656 -2.4661 2.6979  0.43
H -0.6592 -2.0844 2.8806  -0.18
H -0.0937 -3.0344 1.4984  0.16
H -1.2957 -3.7485 2.6094  0.53
H -3.7194 -3.2414 -0.4634  0.44
H -3.5601 -4.3125 0.9487  0.46
H -2.2650 -4.2299 -0.2799  0.36
H 3.4276 0.8994 3.6801  0.45
H 2.2197 2.0419 2.9596  0.34
H 3.2944 1.1277 1.8931  0.40
H 1.5711 -0.2728 5.1693  0.43
H -0.0531 -0.7071 4.5389  0.34
H 0.4453 1.0026 4.5718  0.41
H 3.1978 -1.4480 3.9755  0.49
H 3.2505 -1.8219 2.2157  0.39
H 1.9964 -2.5604 3.2285  0.34
H 1.4141 -1.4221 -3.6457  0.48
H 0.8591 0.2728 -3.3374  0.14
H -0.3069 -1.0736 -3.3969  0.38
H 1.6770 -3.1933 -1.6378  0.55
H 0.0473 -3.1883 -0.8973  0.34
H 1.4838 -2.8666 0.1122  0.17
H 3.2269 -0.4647 -1.2875  0.58
H 2.4946 -0.2160 0.3578  -0.49
H 2.2516 1.0018 -0.9080  -0.30
C 1.1304 3.5897 -1.7231  0.20
C -0.1757 3.5811 -2.2385  -0.58
C -0.3993 3.2872 -3.5800  -0.63
C 0.6920 3.1081 -4.4310  -0.81
C 1.9948 3.1486 -3.9101  -0.41
C 2.2397 3.3445 -2.5479  -0.28
Se 1.2029 3.9444 0.1531  -0.04
H 2.3573 3.0297 0.1720  0.11
H -1.0131 3.8321 -1.5829  0.53
H -1.4310 3.2299 -3.9444  0.60
H 0.5289 2.9910 -5.5068  0.44
H 2.8382 3.0079 -4.5780  0.42
H 3.2513 3.3291 -2.1208  0.52
N -1.4231 1.3737 1.0472  -0.52
H -2.3637 1.6294 1.3740  0.35
H -0.9104 2.1731 0.6461  0.15
H -0.8676 1.0095 1.8278  -0.07



Record 3
DFT (ωB97M-V/def2-TZVPD) results for 6 unconnected molecules or ions with the total composition C17H40N2O5S5.

For the frontier orbital gap, the calculation gives 8.60 eV. The calculation puts the HOMO energy at -8.261 eV.

Each line ends with the Mulliken charge.
Atoms and positions in Å:
C 0.5625 2.2342 1.5489  -1.44
C 0.0607 1.7494 2.9222  -0.58
C 0.8786 2.2531 4.1486  2.08
C 1.8777 3.3901 3.8638  -2.09
C -0.0798 2.7176 5.2003  -0.25
N -0.7813 3.2239 5.9577  -0.57
C 1.6848 1.0807 4.7770  -0.90
C 0.7664 0.0669 5.3506  0.24
N -0.0063 -0.7380 5.6254  -0.50
H 0.1854 1.5333 0.8094  0.48
H 1.6451 2.2917 1.4554  0.39
H 0.1057 3.1996 1.3273  0.34
H 0.0978 0.6600 2.9398  0.42
H -0.9761 2.0578 3.0188  0.28
H 2.0468 3.9318 4.7959  0.51
H 2.8257 2.9427 3.5684  0.40
H 1.5159 4.1055 3.1340  0.38
H 2.3002 0.6098 4.0146  0.41
H 2.2959 1.4807 5.5861  0.41
C -4.0360 -1.1992 1.8246  -0.95
S -4.2949 0.3323 2.7241  0.38
O -3.1678 1.2486 2.3863  -0.57
C -3.9447 -0.3421 4.3536  -0.83
H -4.1597 -0.9955 0.7634  0.38
H -3.0295 -1.5719 2.0109  0.28
H -4.7724 -1.9365 2.1380  0.40
H -2.9381 -0.7616 4.3704  0.18
H -4.6818 -1.1089 4.5917  0.37
H -4.0139 0.4693 5.0755  0.34
C 3.2840 0.8902 -2.7948  -1.06
S 1.9709 1.6228 -1.8083  0.52
O 1.2414 0.4981 -1.1558  -0.51
C 0.9800 2.1694 -3.1986  -1.09
H 4.0079 0.4447 -2.1146  0.34
H 2.8675 0.1219 -3.4462  0.30
H 3.7675 1.6675 -3.3859  0.42
H 0.7211 1.3189 -3.8265  0.34
H 1.5371 2.9023 -3.7767  0.39
H 0.0722 2.6253 -2.8059  0.38
C -3.4389 -5.4569 -1.0311  -0.92
S -3.8394 -5.5335 0.7196  0.39
O -4.2509 -4.1616 1.1319  -0.54
C -2.1524 -5.7722 1.2813  -0.74
H -4.3603 -5.2664 -1.5778  0.32
H -2.7287 -4.6494 -1.2092  0.28
H -3.0162 -6.4106 -1.3465  0.37
H -1.5260 -4.9474 0.9417  0.10
H -1.7706 -6.7158 0.8926  0.36
H -2.1591 -5.8035 2.3693  0.36
C 1.0246 5.3942 -6.7832  -0.94
S 0.1784 3.8168 -6.6131  0.55
O 1.1948 2.8204 -6.1746  -0.59
C -0.0892 3.5550 -8.3708  -0.99
H 1.3222 5.7243 -5.7901  0.31
H 1.9077 5.2713 -7.4103  0.31
H 0.3439 6.1241 -7.2209  0.37
H 0.8684 3.5547 -8.8913  0.30
H -0.7353 4.3421 -8.7592  0.38
H -0.5752 2.5898 -8.4954  0.32
C 3.3793 -4.4013 0.6932  -1.00
S 1.6901 -3.7895 0.5977  0.56
O 0.8921 -4.8228 -0.1224  -0.64
C 2.0286 -2.4672 -0.5670  -0.99
H 3.3874 -5.2687 1.3501  0.34
H 3.7213 -4.6898 -0.3009  0.30
H 4.0212 -3.6239 1.1073  0.35
H 2.4655 -2.8816 -1.4768  0.43
H 2.7075 -1.7489 -0.1094  0.32
H 1.0929 -1.9683 -0.8040  0.32



Question: What is the frontier orbital gap in the third record?
Answer: 8.60 eV